Molecular formula: C14H12N3OPdTe4
Method: DFT, ωB97M-V/def2-TZVPD

Values from the calculation:
Kohn-Sham gap (spin up / spin down) = 0.1696 / 0.1697 hartree
E_tot = -1980.13670 Ha
highest occupied orbital energy (spin up / spin down) = -2.945 / -2.947 eV
net charge = -1
lowest unoccupied orbital energy (spin up / spin down) = 1.67 / 1.67 eV

CARTESIAN COORDINATES (ANGSTROEM)
Pd  -0.3199  -0.3791  -1.8886
C  -1.2429  0.6228  2.2048
C  -1.1678  0.4971  0.7173
N  -0.0718  0.4092  0.0590
N  1.1578  0.3979  0.6415
C  2.0356  -0.1524  -0.1932
O  1.8194  -0.6563  -1.3369
C  3.4503  -0.1883  0.3123
C  3.8056  0.3696  1.5379
C  5.1216  0.3268  1.9713
C  6.0974  -0.2752  1.1865
C  5.7477  -0.8332  -0.0350
C  4.4306  -0.7893  -0.4694
C  -2.3993  0.3251  -0.0936
C  -3.5558  -0.1283  0.3998
C  -4.7579  -0.4339  -0.4205
C  -4.6209  0.1235  -1.8221
C  -3.2345  -0.1440  -2.3572
N  -2.2253  0.5269  -1.5175
H  -0.2691  0.9166  2.5885
H  -1.5129  -0.3362  2.6547
H  -1.9990  1.3545  2.4920
H  3.0341  0.8322  2.1374
H  5.3885  0.7639  2.9260
H  7.1253  -0.3092  1.5271
H  6.5033  -1.3048  -0.6516
H  4.1350  -1.2168  -1.4178
H  -3.6127  -0.3492  1.4580
H  -5.6551  -0.0607  0.0706
H  -5.3885  -0.2482  -2.4954
H  -3.1271  0.2474  -3.3646
Te  -2.1861  2.5409  -1.9860
Te  -4.9125  2.3189  -1.7995
Te  -5.1008  -2.5870  -0.5560
Te  -2.4919  -2.1815  -2.4800

Forces on atoms 1 to 3 (eV/Å):
-1.3 0.0 0.4
0.0 0.0 0.0
-0.1 0.0 -0.1



Molecular formula: C4H13NOS
Method: DFT, ωB97M-V/def2-TZVPD

Values from the calculation:
Kohn-Sham gap = 0.3401 hartree
SMILES string = CSCCCN.O
E_tot = -688.36591 Ha
highest occupied orbital energy = -8.354 eV
net charge = 0
lowest unoccupied orbital energy = 0.90 eV

CARTESIAN COORDINATES (ANGSTROEM)
C  -0.6938  -0.5712  -1.7991
C  -0.0348  -1.2852  -0.6161
C  -0.8950  -1.1983  0.6592
S  0.0428  -1.2048  2.1899
C  0.5683  0.5140  2.4431
N  -0.5973  0.8798  -1.5880
H  -0.2157  -0.8197  -2.7466
H  -1.7292  -0.9132  -1.9369
H  0.1425  -2.3299  -0.8572
H  0.9189  -0.8338  -0.5046
H  -1.4249  -0.2475  0.6461
H  -1.5865  -2.0187  0.6462
H  -0.2991  1.1765  2.4136
H  1.3245  0.9375  1.7834
H  0.9030  0.4319  3.4731
H  -1.4544  1.3492  -1.8599
H  -0.5159  1.0972  -0.6030
H  1.5757  1.0582  -1.0176
H  1.9368  2.4604  -0.4169
O  2.0341  1.5176  -0.3087

Forces on atoms 1 to 3 (eV/Å):
-0.4 -0.2 0.1
-1.1 -0.4 -0.6
1.1 1.0 -0.7



> Among the records above, which one has the lowest E_tot?

C14H12N3OPdTe4



> net charge of number 2 (C4H13NOS)?

0



> What is the formula in the second record?

C4H13NOS



> What is the net charge in the second record?

0